# C4H10N5

A gas-phase ion, C4H10N5 (charge +1) in a non-equilibrium geometry (ωB97M-V with the def2-TZVPD basis set, the OMol25 dataset).

XYZ file:
```
19
Properties=species:S:1:pos:R:3:forces:R:3:nbo_charge:R:1
C -1.6472 0.1819 0.1541 1.253 -0.432 -1.421 0.385
C 0.6837 0.0433 1.0087 0.889 -1.044 -1.033 0.582
C -0.7368 -0.0774 1.2995 -0.167 -2.229 -0.557 -0.593
C 0.4932 -1.3456 -1.0097 -0.067 -1.928 -1.865 -0.122
N -2.6490 0.8551 0.1647 -2.016 1.592 -1.599 -0.589
N -0.4552 -0.5523 -1.7428 -0.363 0.794 0.554 -0.234
N 1.2231 -0.7368 0.0510 0.980 2.738 1.958 -0.542
N 1.3535 0.7642 1.8630 2.393 2.703 1.794 -0.721
N 0.0889 0.5654 -2.3406 -0.739 -0.829 -0.182 -0.611
H -0.9484 0.3372 2.2380 -0.794 1.376 1.062 0.251
H -0.7150 -1.1388 1.5679 -0.766 -0.462 -0.298 0.287
H -0.1306 -2.1339 -0.6067 0.038 -0.370 0.183 0.218
H 1.3309 -1.8753 -1.6429 -1.764 1.155 0.665 0.229
H -3.2252 1.1947 -0.6969 1.453 -1.276 1.816 0.426
H 2.2196 -0.6659 -0.0954 0.088 0.101 0.135 0.421
H 0.8444 1.3140 2.6313 0.939 -1.290 -1.835 0.448
H 2.3920 1.0480 1.7903 -2.280 -1.058 -0.027 0.445
H 0.4789 1.2054 -1.6820 0.490 0.756 0.213 0.333
H -0.6006 1.0167 -2.9514 0.430 -0.298 0.437 0.387
```
Positions in Å, forces in eV/Å.

Results
LUMO level (alpha / beta), eV: -3.64 / -3.63
Strongest force on any atom, hartree/bohr: 0.0784
Energy, hartree: -431.8041
ΔE to the lowest compared entry with this formula, charge and spin, kcal/mol: 138.11
Kohn-Sham gap (alpha / beta), eV: 7.79 / 8.21
Total charge: +1
Highest occupied orbital energy (alpha / beta), eV: -11.429 / -11.835

***

# C26H49Cl14N3

A molecular structure, C26H49Cl14N3 in a non-equilibrium geometry (ωB97M-V with the def2-TZVPD basis set, the OMol25 dataset).

XYZ file:
```
92
Properties=species:S:1:pos:R:3:forces:R:3:lowdin_charge:R:1
C 3.9527 2.6920 0.7277 -1.367 1.261 -0.846 -0.089
C 2.5491 2.5957 0.0207 2.579 -0.287 -0.048 -0.219
C 1.3157 3.1133 0.7766 9.780 -2.422 -2.249 -0.585
C 1.5518 4.2286 1.6804 2.967 1.472 1.099 -0.393
N 1.7007 5.1148 2.4091 0.486 -0.599 -0.480 0.173
H 3.9799 2.0535 1.6107 -0.342 1.350 0.437 0.063
H 4.0251 3.7738 0.8402 0.445 -0.062 1.106 0.079
H 4.8328 2.4373 0.1372 -0.345 -0.116 -0.406 0.063
H 2.4155 1.5591 -0.2886 -0.474 0.947 0.063 0.002
H 2.6228 3.1667 -0.9048 0.067 0.184 -0.125 0.110
H 0.8316 2.3131 1.3364 2.762 0.926 0.495 0.058
H 0.6438 3.4776 -0.0006 3.358 -1.189 -1.473 0.026
C 1.0566 -4.7572 -3.7457 -0.037 0.092 -0.694 -0.088
C 2.2336 -3.8895 -3.3185 0.030 -0.698 -1.413 -0.269
C 2.2322 -3.4950 -1.9000 -0.370 0.611 0.773 -0.227
C 1.1554 -2.5062 -1.7503 2.357 -2.796 0.750 -0.104
N 0.2572 -1.8211 -1.7209 -0.870 -7.747 -2.234 0.001
H 0.1494 -4.1841 -3.9369 -0.002 0.151 0.181 0.074
H 0.7877 -5.5642 -3.0641 0.289 -0.005 0.108 0.081
H 1.3517 -5.1778 -4.7070 -0.289 -0.303 -0.014 0.074
H 2.2150 -2.9815 -3.9213 0.256 -0.014 -0.251 0.115
H 3.1591 -4.4208 -3.5401 0.080 0.018 -0.018 0.117
H 3.1960 -3.0861 -1.5965 -0.215 0.054 -0.037 0.061
H 1.9923 -4.3395 -1.2540 0.103 0.038 0.131 0.114
C -0.1353 1.2422 -0.1958 2.382 -2.662 2.837 -0.215
C 0.1767 -0.3194 -0.2137 -4.511 5.527 3.069 -0.291
C -0.5514 -1.1072 0.8815 0.321 -0.621 -0.237 -0.152
C -0.3084 -0.6618 2.2395 0.799 0.676 0.675 -0.272
N -0.1068 -0.3817 3.3416 0.710 -0.013 -0.920 0.203
H 0.1862 1.6008 0.7820 -1.235 -1.690 -1.203 0.032
H -1.1855 1.5278 -0.2554 5.722 -0.177 2.163 -0.208
H 0.4280 1.7907 -0.9508 -0.135 0.011 0.565 0.086
H 1.2457 -0.3311 -0.0014 -7.619 0.420 -0.247 -0.239
H 0.0072 -0.6753 -1.2299 -1.077 1.758 3.336 -0.086
H -0.0958 -2.0961 0.9331 -0.021 -0.120 -0.497 0.032
H -1.6000 -1.4029 0.8480 -0.025 0.613 -0.499 0.075
Cl 2.3739 1.1258 -3.5950 1.579 0.876 0.085 0.688
C 0.7852 0.7041 -4.0805 -2.138 -1.816 -0.209 -0.651
C 0.1341 0.2012 -2.8033 0.012 2.441 -2.234 -0.636
Cl -1.5056 -0.5405 -3.0498 1.194 0.037 -1.932 0.723
H 0.8429 -0.1694 -4.7299 0.046 0.484 -0.624 0.071
H 0.1746 1.5177 -4.4719 0.576 0.047 -0.400 0.087
H 0.0726 1.1198 -2.2199 -0.646 -0.880 -0.408 0.034
H 0.7945 -0.5484 -2.3672 -0.073 1.813 -1.463 0.013
Cl 5.4176 -1.3260 1.4589 1.299 -0.349 0.673 0.609
C 5.0007 0.1199 0.5504 1.890 -0.359 -0.686 -0.661
C 4.1416 -0.2549 -0.6684 1.604 0.407 1.404 -0.484
Cl 2.5467 -0.4542 0.0119 9.241 0.522 -3.039 0.902
H 5.9539 0.5221 0.2071 0.104 0.028 -0.074 0.076
H 4.6788 0.8083 1.3318 -0.428 -0.872 -1.008 0.018
H 4.4292 -1.2154 -1.0960 0.246 0.042 0.208 0.063
H 4.2122 0.4913 -1.4599 -0.510 0.185 0.221 0.064
Cl -3.3627 -3.8069 0.3336 -0.152 -0.219 -0.373 0.587
C -3.8490 -2.1275 0.6273 -0.793 -0.416 0.642 -0.792
C -3.5892 -1.1856 -0.4967 0.119 -1.018 -0.293 -0.763
Cl -4.9411 -1.2677 -1.7015 0.553 -0.908 0.102 0.638
H -3.3194 -1.8126 1.5265 -0.053 -0.947 -0.626 -0.029
H -4.9116 -2.0192 0.8447 0.001 -0.763 0.346 0.065
H -2.6018 -1.4698 -0.8603 -0.420 0.199 -1.070 0.022
H -3.5223 -0.1537 -0.1519 -0.571 -1.223 -0.426 -0.092
Cl -3.7756 0.1314 1.8759 -0.177 1.205 2.588 0.811
C -2.7345 -0.1079 3.3334 -1.268 0.614 1.738 -0.556
C -3.5003 0.2107 4.6611 0.633 -0.883 -0.860 -0.575
Cl -4.7667 -1.0357 4.9633 0.002 0.508 -0.188 0.536
H -1.8895 0.5775 3.2687 -0.722 -0.424 0.095 0.013
H -2.3012 -1.1080 3.3426 -0.703 -0.052 -0.078 0.068
H -3.8879 1.2294 4.6557 -0.340 -0.248 -0.055 0.074
H -2.8313 0.0963 5.5140 0.213 0.134 -0.252 0.073
Cl -4.1171 4.1278 -1.0837 -0.492 -0.345 -1.021 0.640
C -3.9613 2.9828 -2.4569 -0.493 -1.577 -0.402 -0.554
C -3.6862 1.4655 -2.1012 -0.574 0.722 0.209 -0.503
Cl -2.2660 1.1864 -1.0473 -6.432 -0.186 -7.143 0.820
H -3.3046 3.3695 -3.2362 0.757 0.023 0.670 0.070
H -4.8958 3.0058 -3.0175 -0.397 -0.112 0.478 0.065
H -3.4783 0.8720 -2.9915 -0.069 0.519 -0.226 0.012
H -4.4470 0.8794 -1.5858 -0.617 1.319 -0.297 -0.018
Cl -2.7855 4.3177 3.1641 -0.567 -1.351 0.015 0.508
C -2.7675 2.7268 2.2076 1.193 1.940 -0.800 -0.599
C -1.9944 3.0917 0.9191 -1.714 1.019 1.476 -0.609
Cl -0.4040 3.8100 1.1648 -16.081 4.714 4.293 0.956
H -3.7514 2.3173 1.9790 0.044 1.237 0.247 0.009
H -2.2416 1.9314 2.7357 0.031 1.288 0.181 0.009
H -2.5061 3.8719 0.3555 0.041 -0.594 0.478 -0.037
H -1.8931 2.2062 0.2917 -0.920 2.914 2.718 -0.095
Cl 3.1727 -3.0146 0.8411 -0.074 -2.307 0.338 0.664
C 2.3825 -2.0436 2.0465 -0.742 0.048 -0.213 -0.751
C 1.6722 -2.7779 3.0838 -0.018 -1.144 1.751 -0.568
Cl 0.1870 -3.6803 2.4822 1.075 0.058 0.895 0.618
H 1.6465 -1.4814 1.4718 0.462 -0.386 1.155 -0.034
H 3.1441 -1.3981 2.4841 -0.257 0.096 0.025 0.052
H 1.4426 -2.0338 3.8464 -0.865 -0.190 -0.148 0.065
H 2.3157 -3.4728 3.6234 -0.167 -0.455 -0.377 0.080
```
Positions in Å, forces in eV/Å.

Results
LUMO level, eV: 0.09
Strongest force on any atom, hartree/bohr: 0.3364
Energy, hartree: -7625.9674
ΔE to the lowest compared entry with this formula, charge and spin, kcal/mol: 686.61
Kohn-Sham gap, eV: 7.83
Highest occupied orbital energy, eV: -7.733